No. 1
Below is a cluster of 4 separate species, C16H44N4O4 in total, with properties calculated with ωB97M-V/def2-TZVPD.

The value obtained for the LUMO energy is 0.7 eV. As for the frontier orbital gap: 9.76 eV. The value obtained for the largest force on an atom is 0.0417 Eh/bohr. The SMILES is COC[C@H](C)N.COC[C@H](C)N.COC[C@H](C)N.COC[C@H](C)N.

Each line ends with the Mulliken charge.
Geometry (Å):
C 3.52998 1.66224 23.94120  -1.32
C 4.41838 2.81161 24.41408  0.54
C 5.31392 2.39872 25.60726  0.08
O 4.54807 2.58319 26.78052  -0.26
C 5.35951 2.70525 27.91974  -0.17
N 5.21871 3.32267 23.30542  -0.74
H 2.92391 1.35786 24.80147  0.27
H 4.17780 0.79065 23.80301  0.28
H 2.89751 1.83451 23.07566  0.44
H 3.73299 3.56784 24.82204  0.15
H 6.21548 3.01998 25.60812  0.34
H 5.61236 1.34869 25.51718  -0.40
H 6.00171 3.59088 27.99443  0.41
H 6.00693 1.83273 28.05234  0.00
H 4.74480 2.78316 28.81881  -0.13
H 5.79656 4.08345 23.65980  0.25
H 4.58286 3.78104 22.65755  0.29
C 3.01954 4.30552 32.85768  -1.51
C 3.24923 4.14400 31.35398  0.69
C 1.98794 4.24611 30.46440  -0.29
O 1.07830 3.20249 30.67219  -0.34
C 0.00117 3.30732 29.77943  -0.71
N 4.23806 5.14519 30.97615  -0.62
H 2.15536 3.73093 33.20444  0.33
H 2.83726 5.35765 33.08630  0.37
H 3.82913 3.89424 33.46044  0.35
H 3.65621 3.13242 31.28424  0.06
H 2.48967 4.12029 29.49290  0.06
H 1.58447 5.26106 30.46424  0.32
H 0.29821 3.11691 28.74093  0.25
H -0.51613 4.27130 29.80217  0.31
H -0.73127 2.53615 30.01886  0.27
H 4.11533 6.08714 31.31806  0.24
H 4.24481 5.18374 29.95970  0.24
C 4.52706 -1.62028 25.70887  -0.98
C 4.79642 -2.27912 27.07056  0.18
C 5.22833 -1.24341 28.15154  0.25
O 5.30030 -1.94841 29.36639  -0.40
C 5.77250 -1.18626 30.45471  -0.53
N 3.54101 -2.92245 27.50230  -0.81
H 3.71290 -0.89859 25.67064  0.24
H 4.42657 -2.37857 24.93710  0.39
H 5.42358 -1.02696 25.48690  -0.02
H 5.63404 -2.97116 26.99631  0.30
H 4.51971 -0.40803 28.18281  0.52
H 6.23278 -0.89146 27.88199  -0.48
H 6.00367 -1.92928 31.21633  0.28
H 5.03754 -0.46979 30.82535  0.28
H 6.71036 -0.66833 30.23354  0.05
H 2.86438 -2.17993 27.66136  0.30
H 3.73501 -3.26919 28.44208  0.36
C 8.93277 -2.36060 28.87844  -0.76
C 9.90026 -1.23937 28.51601  0.59
C 9.19818 0.14752 28.42072  -1.08
O 8.26736 0.33186 27.37705  -0.04
C 8.71739 0.11520 26.08035  -0.94
N 10.95396 -1.19087 29.52639  -0.73
H 9.34873 -3.35647 28.74187  0.35
H 8.06473 -2.25735 28.22045  -0.06
H 8.60155 -2.27254 29.91427  0.24
H 10.22156 -1.37323 27.48167  0.17
H 9.95997 0.93861 28.35649  0.46
H 8.72924 0.40485 29.37570  0.27
H 9.34553 -0.76654 25.89908  0.33
H 9.33022 0.96622 25.74040  0.33
H 7.90573 0.02120 25.35716  0.26
H 11.45956 -0.31715 29.34084  0.29
H 10.55415 -0.97152 30.43788  0.31



No. 2
Below is a structure of composition C10H15BInNO10, with properties calculated with ωB97M-V/def2-TZVPD.

The value obtained for the LUMO energy is -13.2 eV. As for the frontier orbital gap: 2.10 eV. The net charge is +2. The value obtained for the largest force on an atom is 0.0932 Eh/bohr.

Each line ends with the Mulliken charge.
Geometry (Å):
In -24.13259 7.83936 -21.72610  1.18
O -29.70835 1.66283 -21.54424  -0.20
C -28.97765 2.19409 -20.85503  0.61
O -27.69537 2.23034 -20.91628  -0.39
B -27.15666 3.19278 -19.89628  0.84
O -28.30561 3.45932 -19.00431  -0.30
C -29.42526 3.08554 -19.56282  0.65
O -30.54050 3.30271 -19.26653  -0.25
O -26.55937 4.34835 -20.57014  -0.54
C -25.28017 4.35885 -20.37552  0.62
O -24.51868 5.09232 -20.87969  -0.47
C -24.95364 3.15149 -19.46226  0.49
O -26.06886 2.55786 -19.16115  -0.43
O -23.91963 2.86821 -19.07707  -0.34
C -22.10371 4.96715 -22.85801  -0.96
O -23.17137 5.86330 -23.17343  -0.08
C -23.61099 5.81588 -24.50729  -0.68
C -23.61771 7.25961 -25.00660  -0.63
N -24.59552 8.11883 -24.32621  -0.21
C -24.49872 9.51869 -24.85275  -0.68
C -24.87112 10.69623 -23.92809  -0.68
O -24.35426 10.50447 -22.64589  -0.26
C -24.16258 11.76891 -21.95448  -0.80
H -22.44243 3.93701 -23.00422  0.39
H -21.92098 4.98904 -21.78294  0.27
H -21.20558 5.25915 -23.39693  0.41
H -24.61426 5.38217 -24.45548  0.28
H -22.94388 5.18900 -25.09283  0.50
H -23.76722 7.21741 -26.09412  0.49
H -22.61715 7.66004 -24.83387  0.37
H -25.53076 7.82965 -24.62890  0.26
H -24.94509 9.54028 -25.84602  0.45
H -23.42673 9.73450 -24.94644  0.33
H -25.95637 10.82749 -23.84395  0.39
H -24.51930 11.59168 -24.44019  0.44
H -23.70482 12.52223 -22.59045  0.32
H -23.52246 11.65425 -21.07754  0.28
H -25.13373 12.08899 -21.56225  0.33



No. 3
Below is a structure of composition C8H25Cl2N3O6P2SSi2, with properties calculated with ωB97M-V/def2-TZVPD.

The value obtained for the LUMO energy is -0.5 eV. As for the frontier orbital gap: 8.04 eV. The value obtained for the largest force on an atom is 0.0750 Eh/bohr.

Each line ends with the Mulliken charge.
Geometry (Å):
C 2.10052 0.28199 2.54212  -0.99
C 0.47196 0.51881 2.58219  0.17
C -0.10490 1.31833 1.25455  0.03
Cl -1.07610 2.84315 1.67431  -0.24
Si -1.04192 0.12140 0.01063  0.08
C 0.34592 -0.53886 -1.18747  -0.29
C -0.16901 -1.68926 -2.23501  -0.20
C -0.82356 -3.02262 -1.54195  -0.53
N 0.02449 -3.61308 -0.42425  -0.56
O -1.94650 -1.14842 0.82231  0.22
Si -3.14461 -0.51089 1.93880  0.24
P -2.69464 -1.47750 3.90904  0.03
S -1.51502 -3.03663 3.61304  -0.38
P -5.21293 -1.09100 1.39874  0.27
O -6.21005 -0.50862 2.74415  -0.48
Cl -5.89470 0.01532 -0.28861  -0.24
H 2.62063 0.81876 1.63141  0.23
H 2.57634 0.60854 3.58171  0.27
H 2.30876 -0.88361 2.40895  0.27
H -0.01338 -0.56990 2.60302  -0.26
H 0.09307 1.03534 3.58910  0.34
H 0.85642 1.69534 0.65538  0.03
H -1.94824 0.96667 -0.78892  -0.14
H 0.65197 0.40408 -1.85282  0.28
H 1.33871 -0.82413 -0.59932  0.33
H 0.79296 -2.06401 -2.83308  -0.18
H -0.90427 -1.27523 -3.07855  0.27
H -1.95978 -2.86543 -1.21175  0.21
H -0.87597 -3.85517 -2.39417  0.40
H 0.91216 -3.92426 -0.91783  0.24
H -0.42830 -4.51017 -0.08837  0.24
H -3.14496 0.94002 2.07997  -0.15
H -1.98204 -0.45853 4.67941  0.09
H -3.97200 -1.84536 4.50513  0.16
H -5.75386 0.34147 3.07862  0.33
C 1.47218 5.41068 0.86057  -0.58
N 2.72510 5.00565 0.16781  0.84
O 3.34389 5.88504 -0.44279  -0.52
O 3.05197 3.81649 0.25648  -0.51
H 1.30828 6.47820 0.69886  0.32
H 0.65533 4.82591 0.43261  0.18
H 1.59960 5.19670 1.92368  0.26
C 3.41229 -1.14862 -5.66062  -0.75
N 2.65988 -1.40368 -4.40261  0.76
O 2.94475 -2.42753 -3.77042  -0.51
O 1.80460 -0.56903 -4.08534  -0.46
H 4.12771 -1.95915 -5.81496  0.30
H 2.68751 -1.11338 -6.47658  0.29
H 3.92971 -0.19382 -5.54720  0.29



No. 4
Below is a cluster of 2 separate species, C25H53Cl2FN2O7PSi in total, with properties calculated with ωB97M-V/def2-TZVPD.

The value obtained for the LUMO energy is -2.4 eV. As for the frontier orbital gap: 9.54 eV. The net charge is +1. The value obtained for the largest force on an atom is 0.0839 Eh/bohr.

Each line ends with the Mulliken charge.
Geometry (Å):
C 4.55700 -0.01546 0.91871  -1.19
C 3.56795 0.19218 2.11394  -0.03
C 2.40072 -0.84982 2.09771  -1.05
N 1.16877 -0.26925 2.62980  0.62
C 0.02258 -0.24066 1.79601  -3.88
N -0.91921 -1.43856 1.84850  1.41
C -0.86271 -2.29342 3.06174  0.50
C 0.34255 -3.27883 3.08264  -1.46
F -0.95367 -1.61706 4.22891  -0.34
C -2.30678 -1.15472 1.33244  -0.11
C -3.41448 -0.98144 2.40263  -1.05
C -4.51730 -2.08245 2.18643  -0.62
C -5.47289 -1.74852 0.99594  -1.21
C -2.33377 0.13813 0.44075  -0.78
C -1.61735 0.03324 -0.91796  -0.89
C -1.64729 -1.36529 -1.59036  0.42
C -0.48808 -1.39786 -2.62591  -0.30
C -0.11733 -2.81667 -3.08147  -0.89
O 0.17884 -3.66671 -1.94669  -0.32
C -0.74631 -4.67798 -1.84046  0.61
C -1.68854 -4.76108 -0.63643  -0.64
O -0.81322 -5.52187 -2.67596  -0.52
O -1.96796 1.22513 1.27166  -0.49
C -0.69633 1.16761 1.85255  2.06
C 0.36041 2.15403 1.22644  -1.20
C -0.07766 2.92288 -0.03419  -1.12
O 0.94184 2.68676 -1.04117  -0.16
Si 1.81306 4.10630 -1.42104  0.62
C 0.76356 5.50161 -2.15261  -1.16
C 3.07377 3.59450 -2.76329  -0.82
C 2.81347 4.60926 0.10701  -1.05
P -0.93229 1.84692 3.60522  0.75
O -1.46057 3.22482 3.39296  -0.81
O -2.05541 1.02164 4.46205  -0.46
O 0.48235 1.97178 4.43063  -0.59
H 4.39070 0.73930 0.14457  0.25
H 4.36635 -1.00602 0.48264  0.33
H 5.57642 -0.01212 1.31246  0.35
H 4.12008 0.07956 3.05761  0.54
H 3.17232 1.21816 2.12462  0.12
H 2.29145 -1.25487 1.07914  0.39
H 2.74196 -1.70100 2.70947  0.37
H 1.02420 -0.34604 3.62494  0.66
H 0.42578 -0.24243 0.77169  1.03
H -0.54827 -2.07539 1.13690  0.34
H -1.74139 -2.95264 3.00944  0.30
H -0.01619 -4.30447 3.21788  0.40
H 0.95958 -3.04206 3.95813  0.39
H 0.92985 -3.24198 2.15754  0.36
H -2.61137 -2.01305 0.71777  0.66
H -3.12000 -1.04461 3.45284  0.38
H -3.94257 -0.02712 2.28661  0.53
H -5.13338 -2.16051 3.08773  0.62
H -3.98860 -3.03562 2.02034  0.25
H -5.30116 -0.74462 0.59337  0.31
H -6.51293 -1.77339 1.34829  0.38
H -5.42336 -2.51683 0.21236  0.28
H -3.40123 0.27293 0.23156  1.04
H -2.11973 0.73095 -1.60727  0.74
H -0.56840 0.37310 -0.91359  -0.28
H -1.42347 -2.19208 -0.89770  -0.86
H -2.59840 -1.52018 -2.11418  0.49
H 0.42360 -0.95556 -2.20161  0.16
H -0.74184 -0.75277 -3.48058  0.33
H -0.83220 -3.26480 -3.77946  0.40
H 0.83163 -2.73428 -3.63309  0.32
H -1.85778 -5.82438 -0.43637  0.49
H -2.65816 -4.32599 -0.90684  0.20
H -1.28160 -4.30266 0.27559  0.02
H 1.29296 1.63008 0.97420  -0.12
H 0.65940 2.90313 1.97466  0.80
H -0.06942 4.00538 0.17206  0.72
H -1.03246 2.64445 -0.48371  0.20
H 1.14765 5.72929 -3.15800  0.39
H 0.95267 6.41272 -1.56179  0.34
H -0.30610 5.28353 -2.24686  0.29
H 3.10277 2.49304 -2.80801  0.08
H 4.08637 3.95690 -2.55322  0.39
H 2.71172 3.90254 -3.75882  0.07
H 2.11122 4.78610 0.93938  0.30
H 3.45962 3.76726 0.38550  0.19
H 3.36021 5.53330 -0.10947  0.46
H -1.67874 0.59564 5.24349  0.33
H 1.23929 1.95296 3.83170  0.37
Cl 2.34789 -0.07525 -3.84301  -0.15
C 1.57303 0.02825 -5.44747  -0.48
C 2.38904 0.85429 -6.40753  -0.59
Cl 2.39255 2.57283 -5.94160  -0.16
H 0.57602 0.44449 -5.31808  0.29
H 1.47421 -0.99152 -5.81887  0.42
H 1.96101 0.79500 -7.40725  0.38
H 3.41944 0.50999 -6.45722  0.34



No. 5
Below is a structure of composition C15H15N3O3Sn, with properties calculated with ωB97M-V/def2-TZVPD.

The value obtained for the LUMO energy is -17.7 eV. As for the frontier orbital gap: 4.28 eV. The net charge is +4. The value obtained for the largest force on an atom is 0.2014 Eh/bohr.

Each line ends with the Mulliken charge.
Geometry (Å):
N 0.84831 2.26456 -3.08960  -0.41
C 0.83142 3.43705 -3.02207  0.54
C 0.85612 4.88834 -2.97942  -0.87
H 1.88394 5.25342 -2.83777  0.37
H 0.22888 5.24997 -2.16052  0.32
H 0.48144 5.28622 -3.92855  0.33
N -1.29758 -0.63036 -3.04893  -0.31
C -2.31385 -1.13519 -3.28492  0.49
C -3.61227 -1.78240 -3.41275  -0.85
H -4.35973 -1.34666 -2.70660  0.33
H -3.54092 -2.86525 -3.19173  0.35
H -3.96592 -1.64155 -4.45265  0.33
N 2.30790 -0.72619 -3.07198  -0.41
C 3.23486 -1.44710 -3.01933  0.54
C 4.39614 -2.32454 -2.97371  -0.86
H 4.29222 -3.09118 -3.74764  0.33
H 4.47730 -2.80927 -1.99850  0.32
H 5.30944 -1.74308 -3.17913  0.37
Sn 0.52240 0.25400 -2.16973  1.20
C 0.48596 -3.06994 -3.00349  0.06
O -0.22160 -3.95281 -3.10200  -0.09
C -2.10806 2.27207 -3.00714  0.07
O -3.25458 2.24052 -3.09854  -0.11
C -1.23596 1.01493 2.45426  -0.26
C 0.15757 0.97800 2.76705  -0.22
C 0.86830 -0.45152 2.77152  -0.15
C 0.04053 -1.57580 2.46468  -0.24
C -1.30131 -1.42675 2.17730  -0.31
C -1.91961 -0.14002 2.18076  -0.26
H -1.70311 1.98835 2.40071  0.53
H 0.79911 1.84362 2.54167  0.55
H 1.94719 -0.46731 2.52976  0.54
H 0.53828 -2.55071 2.35385  0.52
H -1.89632 -2.29727 1.89835  0.50
H -2.97296 -0.09139 1.85156  0.49
O 0.63380 0.31547 5.21494  -0.10
C 0.56244 0.27978 4.01880  0.38



Which value of LUMO does entry 3 give? -0.5 eV



The highest LUMO belongs to which entry? C16H44N4O4



Which of these has the lowest frontier orbital gap? C10H15BInNO10



The lowest frontier orbital gap belongs to which entry? C10H15BInNO10